No. 1
Below is a structure of composition C17H32N4O5PReS2 at a distorted geometry, with properties calculated with wB97M-V/def2-TZVPD.

Values from the calculation:
- relative energy (zero: lowest compared OMol25 entry of this formula, charge and spin) (eV) = 0.240
- E_HOMO (alpha / beta) (eV) = -11.296 / -11.453
- E_LUMO (alpha / beta) (Ha) = -0.1569 / -0.1719
- F_max (eV/Å) = 1.183
- frontier orbital gap (alpha / beta) (eV) = 7.026 / 6.774

ORCA input file:
```
! wB97M-V def2-TZVPD RIJCOSX def2/J DEFGRID3
* xyz 1 4
Re 0.152 -1.725 1.263
C -4.541 -0.316 3.401
S -4.542 -1.671 2.201
C -2.870 -1.877 1.835
S -1.614 -1.137 2.805
N -2.647 -2.689 0.839
N -1.362 -2.840 0.474
C -1.094 -3.677 -0.485
C 0.269 -3.696 -0.950
C 0.721 -4.516 -1.977
C 2.029 -4.388 -2.413
C 2.858 -3.447 -1.816
C 2.362 -2.687 -0.773
N 1.108 -2.822 -0.337
H -5.542 -0.291 3.824
H -4.332 0.618 2.887
H -3.815 -0.495 4.188
H -1.884 -4.262 -0.938
H 0.042 -5.230 -2.420
H 2.392 -5.012 -3.218
H 3.876 -3.306 -2.149
H 2.960 -1.931 -0.279
N 0.798 -3.452 2.716
H 0.040 -3.678 3.353
H 1.558 -3.081 3.278
H 1.116 -4.315 2.288
C 0.374 1.085 -4.440
C 0.220 1.829 -3.121
C -1.081 2.626 -3.122
C 1.434 2.720 -2.874
O 0.134 0.756 -2.121
P 0.419 0.800 -0.573
O 1.821 0.518 -0.206
O -0.531 -0.337 -0.029
O -0.161 2.228 -0.188
C -0.421 2.944 1.048
C -0.231 4.413 0.686
C -1.871 2.692 1.440
C 0.539 2.546 2.157
H 0.394 1.796 -5.265
H -0.461 0.399 -4.580
H 1.301 0.510 -4.446
H -1.070 3.352 -3.936
H -1.203 3.155 -2.182
H -1.928 1.952 -3.259
H 1.553 3.420 -3.701
H 2.337 2.114 -2.793
H 1.312 3.290 -1.955
H -0.871 4.678 -0.156
H 0.805 4.604 0.406
H -0.488 5.040 1.539
H -2.544 3.077 0.672
H -2.097 3.176 2.391
H -2.032 1.624 1.540
H 1.571 2.646 1.820
H 0.369 1.512 2.445
H 0.387 3.182 3.029
C 2.847 -0.470 2.443
O 1.509 -0.855 2.283
H 3.517 -1.338 2.381
H 2.986 0.007 3.415
H 3.123 0.233 1.654
*
```

---

No. 2
Below is a cluster of 2 separate species, CH4N2O2S in total at a distorted geometry, with properties calculated with wB97M-V/def2-TZVPD.

Values from the calculation:
- relative energy (zero: lowest compared OMol25 entry of this formula, charge and spin) (eV) = 4.122
- E_HOMO (eV) = -9.530
- E_LUMO (Ha) = -0.0555
- F_max (eV/Å) = 3.583
- SMILES = O=[N+]([O-])C=S.N
- frontier orbital gap (eV) = 8.020

ORCA input file:
```
! wB97M-V def2-TZVPD RIJCOSX def2/J DEFGRID3
* xyz 0 1
O -3.232 0.248 -0.818
N -2.219 0.264 -0.064
O -2.027 1.054 0.814
C -1.283 -0.781 -0.295
S 0.102 -0.813 0.547
H -1.453 -1.456 -1.188
N 2.321 0.353 0.370
H 2.202 0.302 -0.708
H 2.666 1.283 0.684
H 2.923 -0.454 0.659
*
```

---

No. 3
Below is a structure of composition C16H19N7O3S2 at a distorted geometry, with properties calculated with wB97M-V/def2-TZVPD.

Values from the calculation:
- relative energy (zero: lowest compared OMol25 entry of this formula, charge and spin) (eV) = 16.881
- E_HOMO (eV) = -8.669
- E_LUMO (Ha) = -0.0130
- F_max (eV/Å) = 19.940
- frontier orbital gap (eV) = 8.316

ORCA input file:
```
! wB97M-V def2-TZVPD RIJCOSX def2/J DEFGRID3
* xyz 0 1
C 3.918 1.718 0.706
H 3.513 2.530 1.467
H 3.274 1.948 -0.258
H 4.939 1.822 0.537
C 3.413 0.618 1.089
C 2.083 0.368 1.351
N 1.555 -0.760 1.026
C -0.032 -0.802 1.142
N -0.646 -1.952 0.758
C -1.980 -2.129 1.106
O -2.565 -3.349 0.577
N -2.657 -1.204 1.591
C -2.076 0.224 2.230
O -2.760 0.699 2.865
C -0.731 0.273 1.796
C 0.228 1.304 2.114
N 1.468 1.494 1.979
S -0.499 2.911 2.603
C -2.122 3.018 1.355
C -1.548 2.150 0.160
O -2.309 1.379 -0.352
N -0.296 2.424 -0.487
C 0.202 1.626 -1.336
N 1.546 1.813 -1.704
N 1.641 0.969 -2.714
C 0.955 0.015 -2.669
C 1.383 -1.021 -3.465
H 1.439 -2.125 -2.913
H 2.336 -0.998 -4.121
C 0.174 -1.570 -4.348
H 0.300 -2.506 -5.075
H -0.790 -1.700 -3.910
H -0.136 -0.794 -5.084
S -0.462 0.393 -1.883
H 0.183 3.406 -0.084
H -2.987 2.521 1.774
H -2.158 4.225 1.050
C -3.883 -1.519 2.156
H -4.311 -2.417 1.725
H -4.528 -0.803 1.339
H -4.159 -1.191 3.247
C 0.343 -3.209 0.168
H 0.644 -2.590 -0.801
H 1.065 -3.253 0.820
H -0.553 -3.844 -0.191
H 3.623 -0.322 0.500
H 3.964 0.212 2.162
*
```

---

No. 4
Below is the ion C7H13NP with charge +1 at a distorted geometry, with properties calculated with wB97M-V/def2-TZVPD.

Values from the calculation:
- relative energy (zero: lowest compared OMol25 entry of this formula, charge and spin) (eV) = 1.631
- E_HOMO (eV) = -13.053
- E_LUMO (Ha) = -0.1531
- F_max (eV/Å) = 4.683
- SMILES = C=PC(=C)C(=C)[NH+](C)C
- frontier orbital gap (eV) = 8.886

ORCA input file:
```
! wB97M-V def2-TZVPD RIJCOSX def2/J DEFGRID3
* xyz 1 1
C -1.362 -0.530 2.528
P -1.726 0.866 1.638
C -1.481 0.368 -0.126
C -2.576 0.670 -0.876
C -0.269 -0.162 -0.723
C -0.004 -0.731 -1.910
N 0.885 0.124 0.171
C 1.920 -1.008 0.169
C 1.460 1.433 -0.101
H -1.662 -0.904 3.558
H -1.158 -1.415 1.796
H -3.492 1.205 -0.475
H -2.733 0.589 -1.993
H 1.005 -1.054 -2.134
H -0.731 -1.087 -2.616
H 0.331 0.069 1.150
H 2.416 -0.978 -0.821
H 2.710 -0.840 0.836
H 1.422 -1.967 0.481
H 2.098 1.385 -1.117
H 0.709 2.159 -0.137
H 2.238 1.807 0.703
*
```